# 1
{"formula": "C34H37N4O3S7Ti", "method": "ωB97M-V/def2-TZVPD", "orbital_gap_ev": 6.85, "charge": -1, "homo_ha": -0.173, "elements": ["Ti", "S", "C", "C", "C", "C", "C", "C", "S", "C", "C", "C", "C", "C", "C", "C", "S", "C", "C", "C", "C", "C", "C", "S", "N", "H", "H", "H", "H", "H", "H", "H", "H", "H", "H", "H", "H", "H", "H", "H", "N", "C", "C", "C", "C", "C", "C", "S", "O", "O", "N", "C", "S", "C", "C", "N", "H", "H", "H", "H", "H", "H", "H", "H", "C", "C", "C", "S", "O", "C", "C", "C", "H", "H", "H", "H", "H", "H", "H", "H", "H", "H", "H", "H", "H", "H"], "coordinates": [[-0.125, -0.361, -0.221], [0.825, 0.576, 1.808], [2.324, 1.314, 1.279], [3.349, 1.591, 2.179], [4.508, 2.222, 1.756], [4.655, 2.582, 0.423], [3.640, 2.309, -0.480], [2.473, 1.670, -0.068], [1.163, 1.362, -1.197], [-1.261, 0.525, -1.961], [-1.464, -0.827, -2.300], [-1.479, -1.486, -3.548], [-1.661, -2.845, -3.565], [-1.782, -3.588, -2.373], [-1.624, -2.912, -1.188], [-1.622, -3.519, 0.187], [-0.516, -2.561, 1.298], [0.978, -3.497, 1.136], [1.165, -4.621, 1.930], [2.319, -5.379, 1.812], [3.288, -4.987, 0.896], [3.108, -3.858, 0.116], [1.947, -3.083, 0.215], [1.811, -1.646, -0.783], [-1.455, -1.594, -1.179], [3.226, 1.305, 3.217], [5.301, 2.430, 2.465], [5.562, 3.070, 0.087], [3.748, 2.583, -1.523], [-0.916, 1.255, -2.676], [-1.875, 0.915, -1.141], [-1.388, -0.914, -4.462], [-1.720, -3.366, -4.513], [-1.954, -4.654, -2.398], [-1.304, -4.560, 0.188], [-2.622, -3.464, 0.623], [0.399, -4.893, 2.648], [2.467, -6.253, 2.433], [4.200, -5.564, 0.797], [3.875, -3.553, -0.585], [-6.316, -5.867, -0.309], [-6.088, -4.488, -0.423], [-5.358, -3.981, -1.501], [-5.168, -2.619, -1.635], [-5.707, -1.742, -0.700], [-6.440, -2.234, 0.366], [-6.632, -3.602, 0.503], [-5.341, -0.014, -0.872], [-5.433, 0.298, -2.273], [-6.233, 0.681, 0.037], [-3.808, 0.074, -0.452], [-3.435, 0.010, 0.829], [-4.521, 0.133, 2.226], [-3.164, -0.001, 3.283], [-2.035, -0.112, 2.566], [-2.157, -0.108, 1.195], [-5.616, -6.438, -0.756], [-6.495, -6.178, 0.632], [-4.939, -4.661, -2.234], [-4.598, -2.225, -2.468], [-6.861, -1.545, 1.086], [-7.210, -3.984, 1.337], [-3.250, 0.008, 4.357], [-1.058, -0.210, 3.015], [-1.329, 3.185, 4.187], [-2.465, 3.968, 3.536], [-2.041, 4.562, 2.193], [-2.191, 3.295, 0.898], [-1.450, 3.779, -0.301], [-3.974, 3.497, 0.536], [-4.234, 4.399, -0.662], [-3.945, 5.874, -0.422], [-1.656, 2.688, 5.103], [-0.498, 3.849, 4.437], [-0.946, 2.423, 3.505], [-2.813, 4.764, 4.199], [-3.324, 3.305, 3.387], [-0.974, 4.798, 2.183], [-2.594, 5.455, 1.904], [-4.462, 3.859, 1.445], [-4.357, 2.494, 0.341], [-5.280, 4.257, -0.946], [-3.629, 4.040, -1.496], [-4.479, 6.246, 0.459], [-4.260, 6.476, -1.277], [-2.877, 6.042, -0.278]], "mulliken_charge": [0.128, -0.388, 0.278, -0.709, -0.548, -0.591, -0.617, 0.475, -0.308, -1.541, 1.660, -1.135, -0.601, -1.030, 0.562, -1.010, 0.013, 0.020, -0.363, -0.706, -0.479, -0.803, 0.639, -0.401, 0.717, 0.433, 0.342, 0.343, 0.426, 0.877, -0.193, 0.566, 0.393, 0.590, 0.665, 0.288, 0.465, 0.370, 0.366, 0.453, -0.638, 1.118, -0.750, -0.374, -0.387, -0.341, -0.763, 1.166, -0.823, -0.691, 0.195, -0.675, -0.194, -0.722, -1.267, 1.567, 0.223, 0.218, 0.272, 0.442, 0.498, 0.314, 0.500, 0.592, -1.040, -0.169, -1.199, 0.924, -0.834, 0.126, -0.442, -1.366, 0.353, 0.399, 0.024, 0.427, 0.151, 0.560, 0.377, 0.595, -0.768, 0.542, 0.264, 0.283, 0.421, 0.247]}

***

# 2
{"formula": "C34H38As2BClKN8O10", "method": "ωB97M-V/def2-TZVPD", "orbital_gap_ev": 6.43, "charge": -1, "homo_ha": -0.187, "elements": ["K", "C", "C", "N", "N", "C", "B", "N", "C", "C", "C", "N", "N", "C", "C", "C", "N", "H", "H", "H", "H", "H", "H", "H", "H", "H", "H", "N", "C", "C", "C", "C", "C", "C", "C", "C", "N", "C", "H", "H", "H", "H", "H", "H", "H", "H", "C", "O", "C", "O", "C", "C", "As", "C", "C", "C", "As", "C", "C", "O", "O", "C", "C", "O", "O", "C", "C", "O", "O", "C", "H", "H", "H", "H", "H", "H", "H", "H", "H", "H", "H", "H", "H", "H", "H", "H", "H", "H", "Cl", "C", "C", "O", "O", "H", "H"], "coordinates": [[0.737, 0.204, -0.136], [-0.382, -3.573, 2.299], [-0.102, -2.806, 1.168], [0.011, -1.528, 1.488], [-0.168, -1.437, 2.801], [-0.410, -2.649, 3.322], [-0.207, -0.121, 3.589], [1.036, 0.738, 3.351], [1.626, 1.493, 4.290], [2.669, 2.176, 3.702], [2.633, 1.754, 2.374], [1.643, 0.899, 2.181], [-1.461, 0.657, 3.159], [-2.727, 0.354, 3.497], [-3.548, 1.348, 3.010], [-2.666, 2.226, 2.372], [-1.422, 1.793, 2.471], [-0.530, -4.633, 2.362], [0.017, -3.126, 0.151], [-0.589, -2.779, 4.370], [-0.282, -0.390, 4.755], [1.287, 1.499, 5.305], [3.351, 2.865, 4.160], [3.285, 2.045, 1.567], [-2.964, -0.539, 4.046], [-4.615, 1.431, 3.092], [-2.884, 3.154, 1.875], [-1.433, 2.055, -0.797], [-2.786, 1.970, -0.877], [-3.565, 2.994, -1.387], [-4.960, 2.925, -1.353], [-5.609, 1.841, -0.822], [-4.858, 0.755, -0.328], [-5.443, -0.415, 0.202], [-4.639, -1.427, 0.653], [-3.247, -1.287, 0.526], [-2.670, -0.228, 0.025], [-3.439, 0.807, -0.363], [-0.945, 2.537, -1.534], [-0.992, 1.186, -0.546], [-3.080, 3.860, -1.814], [-5.535, 3.745, -1.758], [-6.689, 1.789, -0.798], [-6.522, -0.501, 0.225], [-5.049, -2.332, 1.083], [-2.578, -2.076, 0.846], [4.031, -1.703, -4.587], [2.750, -1.108, -4.569], [1.796, -1.760, -3.846], [1.990, -2.859, -3.385], [0.632, -0.892, -3.713], [0.432, 0.086, -4.639], [-0.086, -0.554, -6.375], [0.731, -2.349, -6.546], [-1.762, -1.196, -5.417], [-2.023, -1.239, -4.112], [-0.796, -1.203, -2.462], [-0.680, -3.177, -2.474], [-3.370, -1.524, -3.572], [-3.601, -2.591, -3.040], [-4.347, -0.629, -3.645], [-4.173, 0.693, -4.124], [-2.787, -1.235, -6.482], [-2.944, -0.263, -7.192], [-3.515, -2.330, -6.726], [-3.227, -3.582, -6.128], [-0.386, 1.262, -4.263], [-1.272, 1.243, -3.434], [-0.179, 2.421, -4.894], [0.797, 2.553, -5.905], [4.663, -1.038, -5.173], [4.006, -2.698, -5.039], [4.412, -1.795, -3.567], [1.766, -2.245, -6.872], [0.179, -2.884, -7.322], [0.697, -2.926, -5.625], [-0.638, -3.599, -3.480], [-1.575, -3.548, -1.971], [0.206, -3.491, -1.927], [-5.086, 0.943, -4.663], [-3.315, 0.807, -4.786], [-4.052, 1.359, -3.269], [-4.137, -4.170, -6.237], [-2.982, -3.506, -5.069], [-2.412, -4.072, -6.672], [0.971, 3.623, -6.014], [0.413, 2.148, -6.852], [1.735, 2.055, -5.648], [3.532, 2.701, -3.589], [3.687, 1.357, -2.480], [2.318, 0.754, -2.116], [1.309, 1.459, -2.207], [2.349, -0.422, -1.713], [4.155, 1.730, -1.570], [4.323, 0.604, -2.939]], "mulliken_charge": [1.470, -1.061, -0.773, 0.855, -0.169, -0.351, -0.092, -0.355, -0.313, -1.025, -0.309, -0.027, 0.962, -0.534, -0.753, -0.588, -0.791, 0.426, 0.209, 0.442, -0.193, 0.449, 0.399, 0.417, 0.528, 0.508, 0.649, 0.174, -1.022, -1.013, -0.867, -0.933, 1.388, -1.318, -1.197, -0.206, 1.033, 1.645, 0.338, -0.786, 0.475, 0.368, 0.400, 0.446, 0.474, 0.061, -0.999, -0.203, -0.836, -0.630, -0.478, 1.247, -0.157, -1.185, 0.935, -0.121, 3.024, -2.098, -0.142, -0.637, -0.422, 0.328, 0.176, -0.612, -0.370, -0.333, 0.354, -0.283, -0.369, -0.700, 0.258, 0.306, 0.375, 0.450, 0.453, 0.258, 0.444, 0.429, 0.561, 0.380, 0.045, -0.374, 0.277, 0.146, 0.227, 0.329, 0.289, 0.191, -0.225, -0.481, 0.685, -0.637, -0.859, 0.343, 0.201]}

***

# 3
{"formula": "C34H38AsCoN4P2S2Se", "method": "ωB97M-V/def2-TZVPD", "orbital_gap_ev": [6.17, 6.17], "charge": 2, "homo_ha": [-0.464, -0.464], "elements": ["Co", "N", "P", "C", "C", "C", "C", "C", "C", "C", "C", "C", "C", "C", "C", "P", "C", "C", "C", "C", "C", "C", "C", "C", "C", "C", "C", "C", "H", "H", "H", "H", "H", "H", "H", "H", "H", "H", "H", "H", "H", "H", "H", "H", "H", "H", "H", "H", "H", "C", "As", "C", "C", "S", "H", "H", "H", "H", "H", "H", "H", "H", "H", "C", "C", "C", "C", "N", "C", "S", "N", "C", "H", "H", "H", "H", "H", "H", "H", "H", "Se", "C", "N"], "coordinates": [[-0.391, -0.384, 0.315], [0.865, 2.009, 1.076], [1.241, 0.473, 1.673], [1.240, 0.611, 3.473], [2.256, 0.052, 4.249], [2.213, 0.162, 5.632], [1.170, 0.836, 6.249], [0.167, 1.413, 5.480], [0.197, 1.299, 4.100], [2.914, 0.053, 1.178], [3.711, 0.978, 0.512], [5.003, 0.633, 0.136], [5.492, -0.633, 0.413], [4.687, -1.569, 1.051], [3.400, -1.232, 1.426], [-0.205, 1.713, -0.181], [0.568, 2.104, -1.750], [0.912, 1.130, -2.681], [1.593, 1.493, -3.836], [1.923, 2.820, -4.059], [1.574, 3.798, -3.134], [0.894, 3.444, -1.982], [-1.580, 2.839, -0.002], [-1.849, 3.451, 1.223], [-2.930, 4.310, 1.340], [-3.745, 4.552, 0.243], [-3.478, 3.947, -0.979], [-2.396, 3.092, -1.106], [1.331, 2.882, 1.293], [3.091, -0.452, 3.789], [3.008, -0.270, 6.225], [1.146, 0.926, 7.326], [-0.636, 1.961, 5.955], [-0.593, 1.745, 3.512], [3.335, 1.966, 0.275], [5.623, 1.356, -0.375], [6.497, -0.900, 0.116], [5.061, -2.566, 1.243], [2.769, -1.977, 1.900], [0.673, 0.095, -2.498], [1.879, 0.731, -4.549], [2.459, 3.098, -4.957], [1.828, 4.833, -3.313], [0.609, 4.212, -1.271], [-1.205, 3.274, 2.073], [-3.132, 4.796, 2.284], [-4.587, 5.224, 0.337], [-4.107, 4.151, -1.834], [-2.173, 2.633, -2.061], [-2.592, -3.245, 1.396], [-2.199, -1.863, 2.667], [-0.588, -2.396, 3.567], [-3.618, -1.793, 3.951], [-2.072, 0.100, 1.779], [-2.723, -4.176, 1.948], [-1.768, -3.340, 0.690], [-3.503, -2.987, 0.862], [-0.778, -3.333, 4.089], [-0.292, -1.621, 4.271], [0.196, -2.548, 2.824], [-3.723, -2.766, 4.428], [-4.539, -1.525, 3.437], [-3.376, -1.035, 4.695], [-2.270, -1.271, -6.200], [-1.776, -1.876, -4.931], [-1.111, -3.068, -4.827], [-0.713, -3.507, -3.555], [-0.966, -2.795, -2.452], [-1.591, -1.643, -2.560], [-2.058, -0.652, -1.216], [-1.986, -1.190, -3.784], [0.016, -4.789, -3.375], [-2.129, -1.958, -7.029], [-1.725, -0.350, -6.416], [-3.331, -1.027, -6.123], [-0.913, -3.660, -5.707], [-2.467, -0.298, -3.812], [-0.090, -5.441, -4.238], [-0.330, -5.291, -2.473], [1.076, -4.564, -3.224], [3.034, -2.100, -2.367], [1.734, -1.698, -1.284], [0.848, -1.408, -0.562]], "mulliken_charge": [0.220, 0.133, 0.497, 0.662, -0.517, -0.845, -0.550, -1.005, -0.112, 0.713, -0.651, -0.784, -0.713, -0.685, -0.118, 1.682, 0.480, 0.018, -1.189, -0.602, -0.835, -0.890, 0.516, -0.210, -0.803, -0.597, -0.675, -0.487, 0.356, 0.460, 0.456, 0.425, 0.479, 0.248, 0.337, 0.456, 0.427, 0.433, 0.352, 0.174, 0.527, 0.444, 0.464, 0.492, 0.284, 0.465, 0.430, 0.454, 0.386, -1.070, 0.799, -0.884, -1.072, -0.332, 0.500, 0.260, 0.354, 0.557, 0.186, 0.206, 0.425, 0.391, 0.376, -1.441, 0.754, -0.950, 0.935, -0.207, 0.147, -0.582, 0.138, -1.254, 0.389, 0.344, 0.382, 0.458, 0.266, 0.445, 0.316, 0.207, -0.037, 0.446, -0.653]}